Below is a 10-piece molecular cluster, C81H173N9O10 overall in a non-equilibrium geometry, with properties calculated with wB97M-V/def2-TZVPD.

The geometry in XYZ format:
```
273
Properties=species:S:1:pos:R:3:forces:R:3:mulliken_charge:R:1
C -3.5241 4.2409 0.3662 -0.6 -0.2 0.5 -1.874
C -3.7841 4.5396 -1.0889 1.3 0.7 -0.9 1.024
C -3.1288 3.3504 -1.8703 -1.2 0.9 -0.3 0.237
C -3.4402 3.4946 -3.3691 -0.4 -0.5 0.8 -0.233
C -4.9743 3.5294 -3.6421 1.3 0.0 0.0 -0.892
C -5.7040 4.5458 -2.7858 0.0 1.5 -0.3 1.452
N -5.1806 4.4571 -1.4441 -1.2 -0.1 1.6 1.299
O -5.9556 5.3094 -0.6114 0.7 1.1 0.1 -0.591
C -5.4896 6.0115 -3.3616 1.3 -1.2 0.6 -1.732
C -7.2110 4.3701 -2.8007 0.3 -0.8 -0.1 -1.888
C -3.0485 6.0082 -1.3446 0.4 -2.1 -0.2 -1.393
H -3.7789 5.0521 1.0617 0.0 -0.2 -0.2 0.425
H -2.4718 4.0292 0.3908 0.7 0.2 0.5 0.440
H -3.9926 3.3056 0.6798 -0.4 0.1 0.0 0.084
H -2.0793 3.3376 -1.6482 0.7 0.0 -0.1 -0.298
H -3.5725 2.4359 -1.4494 0.1 0.2 -0.2 -0.628
H -2.9506 2.6926 -3.9391 -0.2 0.2 0.0 0.415
H -3.0226 4.4407 -3.6793 0.3 0.2 -0.4 0.212
H -5.3649 2.5017 -3.6235 -0.2 0.5 0.1 -0.394
H -5.0604 3.9883 -4.6052 -0.3 -0.5 -1.1 0.681
H -5.9903 6.7549 -2.7362 0.2 0.0 -0.2 0.374
H -4.4023 6.1448 -3.3842 -0.3 0.6 0.1 0.322
H -5.8012 6.1189 -4.3816 -0.6 -0.1 -0.5 0.497
H -7.5292 4.3243 -3.8196 -0.1 -0.4 -0.9 0.470
H -7.5638 3.4890 -2.2865 0.0 -0.4 0.2 0.261
H -7.7202 5.2231 -2.4321 -0.3 0.8 0.8 0.386
H -2.2861 6.1416 -0.5568 0.0 -0.4 -0.5 0.552
H -3.7212 6.8395 -1.1141 -0.1 0.0 -0.8 0.173
H -2.5282 5.9870 -2.3635 -1.0 0.6 1.4 0.233
H -5.6214 6.2267 -0.7983 -0.5 -0.9 0.3 0.344
C 1.6264 2.3979 -5.3245 -0.8 -0.7 0.0 -1.504
C 1.3061 3.3284 -4.1638 -1.7 0.2 0.5 0.968
C 0.7119 2.5177 -2.9711 -1.1 -1.2 -1.0 1.091
C 0.9524 2.9871 -1.5823 -0.1 0.4 1.3 0.317
C 2.3906 3.4273 -1.4598 -0.4 0.2 1.0 1.979
C 2.7152 4.5893 -2.4272 0.0 -0.8 -0.8 1.989
N 2.5238 4.0069 -3.7689 0.3 -0.1 -0.6 0.329
O 2.7473 5.0146 -4.7744 0.7 -0.4 0.1 -0.537
C 1.8130 5.8624 -2.2732 3.1 0.0 2.1 -1.738
C 4.2337 4.8941 -2.3813 -0.8 0.7 2.2 -1.661
C 0.1123 4.2272 -4.6564 1.4 0.1 -1.7 -1.526
H 2.3739 1.6708 -5.0326 0.0 -0.5 0.3 0.173
H 2.0647 2.8910 -6.1751 -0.1 0.6 -0.4 0.488
H 0.6693 1.9146 -5.6560 1.0 0.1 0.2 0.156
H -0.3795 2.5146 -3.1055 0.1 -0.3 -0.3 -0.313
H 0.9947 1.4413 -3.0174 0.2 0.6 -0.2 -1.071
H 0.6712 2.1568 -0.8617 0.4 1.0 -0.6 -0.709
H 0.3863 3.8892 -1.2632 -0.4 -0.7 -0.4 0.050
H 3.0177 2.5251 -1.6294 0.2 0.9 0.2 -0.423
H 2.4421 3.8224 -0.4298 0.8 -0.4 -0.4 -1.531
H 0.8199 5.5959 -2.0360 -1.2 0.0 -0.1 0.294
H 2.2623 6.4005 -1.3741 -0.8 -0.4 -0.9 0.379
H 1.9224 6.5385 -3.1094 -0.2 -0.1 -0.3 0.326
H 4.9123 4.0477 -2.2199 -0.5 -0.1 -0.6 0.055
H 4.3907 5.4691 -3.2449 0.9 0.5 -1.3 0.784
H 4.4750 5.5811 -1.5411 -0.3 -0.3 -0.2 0.134
H 0.4458 5.0109 -5.3845 -0.2 -0.7 0.6 0.340
H -0.4069 4.7176 -3.8756 -0.6 0.4 1.0 0.224
H -0.5619 3.5570 -5.2112 0.0 0.3 0.4 0.408
H 3.5023 4.6249 -5.2405 -0.2 0.4 0.0 0.390
C 1.5080 4.5302 2.3606 -0.2 0.8 0.3 -1.469
C 2.9548 4.2584 2.8758 0.3 0.6 -0.7 2.683
C 3.8677 4.9043 1.8121 0.6 0.0 1.3 -1.085
C 5.3285 5.1365 2.2818 -0.2 -2.4 -0.8 -0.715
C 5.2746 5.9428 3.5555 0.0 1.4 -1.5 -1.664
C 4.4241 5.3694 4.6414 0.5 0.6 0.8 1.729
N 3.1248 5.0362 4.0974 -0.9 -0.5 0.7 0.093
O 2.4285 4.3515 5.1723 -1.4 1.0 -0.1 -0.354
C 5.2044 4.2582 5.4175 -0.3 0.5 -1.0 -0.820
C 4.1539 6.4969 5.6319 -1.1 -0.3 0.6 -2.067
C 3.2209 2.7711 3.0048 -0.7 0.2 0.2 0.267
H 1.4119 4.3602 1.2653 0.1 -0.3 0.7 -0.084
H 1.2747 5.6430 2.4891 0.3 -1.5 0.1 0.432
H 0.7803 3.9119 2.9256 0.2 0.4 -0.4 0.327
H 3.7719 4.2743 0.9460 0.3 0.0 -0.5 -1.034
H 3.4349 5.8710 1.6572 -0.3 0.7 -0.6 0.953
H 5.9036 5.6195 1.4976 0.0 0.4 -0.1 0.545
H 5.7970 4.1053 2.3042 -0.2 1.0 0.7 0.097
H 4.7808 6.8717 3.1969 0.0 -0.2 0.4 0.337
H 6.2257 6.3351 3.9284 0.1 -0.6 0.1 0.532
H 6.2506 4.5859 5.4549 -0.2 -0.2 0.3 0.295
H 4.7920 4.0746 6.4031 0.0 0.1 0.1 0.477
H 5.1431 3.3441 4.8437 0.2 -0.4 0.0 -0.163
H 5.0761 6.9115 5.9446 1.1 0.2 0.7 0.433
H 3.5679 7.3812 5.2837 0.1 -1.0 -0.2 0.326
H 3.6530 5.9641 6.4623 0.1 1.0 0.0 0.476
H 4.2484 2.4609 3.0615 0.5 0.2 -0.1 -0.889
H 2.7531 2.3101 2.1647 -0.1 -0.6 -0.9 -0.611
H 2.6933 2.3723 3.8548 -0.1 -0.1 0.6 0.682
H 1.6457 4.9397 5.3772 1.3 -0.9 -0.4 0.321
C 7.0880 0.2653 0.0615 -3.0 1.1 0.1 -1.972
C 5.5847 0.1013 -0.3852 1.4 0.3 -0.8 1.976
C 5.5626 0.6145 -1.8542 -0.5 -1.7 0.3 -1.333
C 4.3118 0.0929 -2.5503 -0.4 0.3 1.3 0.470
C 4.3113 -1.4039 -2.4886 0.3 -2.1 -0.7 -1.753
C 4.2681 -2.0072 -1.0418 0.8 -0.4 -0.7 1.873
N 5.3477 -1.3447 -0.3722 1.2 0.5 0.6 -0.005
O 5.3593 -1.7862 0.9868 1.6 -0.4 0.2 -0.319
C 2.9798 -1.8679 -0.2798 -2.5 -0.1 -2.1 0.766
C 4.6903 -3.4978 -1.0170 -1.3 -0.3 0.2 -1.944
C 4.6506 0.8958 0.4873 0.0 0.9 1.3 -0.360
H 7.5906 -0.3415 -0.6576 1.1 -0.4 0.2 0.657
H 7.1036 0.0638 1.1255 0.7 -0.5 0.1 0.241
H 7.2423 1.3331 -0.0678 0.7 0.1 -0.1 0.351
H 5.5931 1.6767 -1.8230 0.1 1.0 -0.1 0.204
H 6.4501 0.2273 -2.4084 -0.5 0.3 0.4 0.437
H 4.2173 0.5120 -3.5125 0.2 0.1 -1.6 0.934
H 3.3763 0.4568 -2.1048 0.2 0.1 0.5 -0.714
H 5.2519 -1.8117 -2.9751 -0.8 0.5 0.6 0.441
H 3.5001 -1.8436 -3.0946 0.1 0.2 0.3 0.105
H 2.1712 -2.5309 -0.7433 1.0 0.8 0.4 -0.271
H 3.0712 -2.2038 0.7314 0.2 0.2 0.7 0.173
H 2.5772 -0.8435 -0.3823 0.1 -0.5 0.4 -0.764
H 5.4903 -3.7578 -1.6720 1.0 0.2 -0.3 0.448
H 4.8774 -3.8577 0.0090 0.1 0.4 -0.5 0.315
H 3.8744 -4.1186 -1.3649 -0.5 -0.1 -0.2 0.234
H 3.6213 0.7002 0.2923 -0.9 0.2 -0.7 -0.480
H 4.8091 2.0058 0.5330 0.1 -0.9 -0.5 0.379
H 4.7045 0.5771 1.5287 0.4 -0.2 0.1 -0.452
H 6.2453 -2.2266 1.0259 -1.2 0.5 0.2 0.362
C -7.1651 0.3384 -2.8899 1.0 -1.1 -0.5 -2.262
C -7.6836 -1.0935 -3.0667 -1.8 1.1 0.4 1.924
C -7.9252 -1.3101 -4.5375 0.9 0.0 -1.0 -1.249
C -8.3698 -2.7203 -4.8585 -0.6 -0.9 -1.0 -0.704
C -7.2808 -3.6619 -4.3319 -0.6 0.6 -1.1 -1.221
C -6.9364 -3.5034 -2.8738 1.8 -1.1 0.7 1.742
N -6.7268 -2.0851 -2.6083 0.4 1.1 0.5 1.367
O -6.5747 -1.8221 -1.2019 1.4 -0.3 -0.1 -0.726
C -7.9435 -4.1842 -1.9174 1.4 0.3 -0.6 -1.740
C -5.5241 -4.2292 -2.6762 -2.0 0.2 -0.4 -1.921
C -9.0454 -1.0738 -2.2814 0.2 0.4 0.6 -1.874
H -7.7774 1.0579 -3.4380 0.1 -0.1 0.0 0.630
H -6.1131 0.3497 -3.2042 -0.1 0.3 -0.2 -0.104
H -7.1746 0.5351 -1.8513 0.0 0.7 1.0 0.437
H -8.6315 -0.5843 -4.8687 -0.8 0.6 -0.2 0.501
H -6.9720 -1.0108 -5.0712 -0.8 -0.7 0.4 0.261
H -8.5623 -2.9248 -5.9905 0.5 0.5 1.9 0.341
H -9.3345 -2.9884 -4.3680 0.5 0.5 -0.3 0.343
H -6.4166 -3.4427 -4.9659 0.3 -0.3 0.2 0.150
H -7.6052 -4.6696 -4.5055 0.1 -0.8 -0.1 0.549
H -7.8837 -3.6660 -0.9566 -0.2 -0.5 -0.1 0.238
H -8.8637 -4.0285 -2.4004 -1.7 0.0 0.0 0.477
H -7.7312 -5.2636 -1.8729 -0.1 0.4 0.2 0.460
H -5.5036 -5.2277 -3.1186 -0.3 0.1 -0.3 0.537
H -4.7474 -3.6338 -3.1032 0.7 0.5 -0.1 -0.166
H -5.4128 -4.3993 -1.6362 0.6 0.1 1.1 0.583
H -9.6891 -0.2152 -2.5166 0.4 -0.1 -0.5 0.440
H -8.9730 -0.9796 -1.1728 0.5 -0.4 -0.8 0.262
H -9.6025 -1.9449 -2.5219 -0.7 -0.8 0.0 0.494
H -5.6470 -1.4908 -1.1437 -1.0 -0.4 0.0 0.018
C 2.9088 1.3764 7.8478 0.9 1.2 0.1 -1.776
C 3.2761 0.0784 7.1419 0.0 0.9 1.1 1.243
C 2.0843 -0.3119 6.3003 -1.9 0.7 0.8 -0.776
C 2.3662 -1.4433 5.4255 0.7 -0.8 -1.5 -0.093
C 3.5171 -1.0601 4.5115 -0.7 0.2 -1.1 0.548
C 4.7700 -0.6631 5.2439 0.9 0.8 -0.2 1.834
N 4.3008 0.4176 6.1585 2.2 0.0 0.4 1.216
O 5.4875 0.7499 6.9342 0.1 -0.1 0.2 -0.647
C 5.5154 -1.8502 5.8798 1.0 -0.3 0.9 -2.000
C 5.7662 0.0125 4.2147 0.1 -1.7 0.8 -0.893
C 3.7484 -0.8251 8.3362 0.4 0.5 -0.6 -1.748
H 2.1948 1.1922 8.6434 -0.2 0.0 0.0 0.496
H 2.5203 2.1192 7.1448 -0.1 -0.1 0.0 0.082
H 3.8189 1.8418 8.3032 -0.7 -0.5 -0.2 0.365
H 1.2558 -0.6263 6.9407 0.0 0.3 0.4 0.444
H 1.6722 0.5488 5.7137 0.7 -0.3 0.5 -0.007
H 1.4876 -1.7128 4.8056 0.5 -0.3 0.6 -0.567
H 2.7157 -2.2013 6.0916 -0.3 -1.4 0.1 0.705
H 3.1272 -0.1357 4.0555 0.4 -0.2 -0.5 -0.912
H 3.7369 -1.7935 3.7169 -0.1 0.2 0.3 0.017
H 4.9141 -2.6562 6.3046 -0.4 0.3 0.1 0.277
H 6.1374 -2.3760 5.1501 -0.1 0.3 -0.3 0.430
H 6.2566 -1.5480 6.6727 -0.9 0.0 -0.7 0.313
H 6.7155 0.3611 4.6710 -0.5 -0.6 -0.1 0.483
H 5.9475 -0.7911 3.4476 0.1 1.1 0.4 0.254
H 5.3166 0.8806 3.7951 -0.6 0.5 -0.6 -0.455
H 3.0334 -0.7725 9.1471 -0.4 -0.2 0.0 0.541
H 4.6657 -0.3533 8.7483 -0.5 -0.4 -0.4 0.377
H 3.9665 -1.8528 8.0882 0.0 -0.3 0.0 0.214
H 5.7786 1.6473 6.7425 -0.6 0.1 -0.5 0.302
C 3.5307 -6.1999 2.4533 -0.3 1.0 -1.6 -1.634
C 2.0844 -5.6309 2.5209 -0.2 0.2 0.0 1.952
C 1.6632 -5.0081 1.1454 1.2 -1.4 -0.3 -0.289
C 0.1924 -4.9852 0.9145 -1.6 -1.0 -1.1 1.733
C -0.4811 -6.3622 1.1356 1.5 -0.1 1.0 -1.485
C -0.2054 -6.7528 2.6266 -1.2 -0.7 -1.7 1.810
N 1.2080 -6.7638 2.7869 1.0 0.3 -0.7 0.317
O 1.5090 -7.2515 4.0575 0.1 0.5 1.2 -0.457
C -1.1084 -5.9247 3.5597 0.5 0.1 0.6 -1.529
C -0.5721 -8.2355 2.7843 -0.3 0.5 0.8 -2.212
C 1.9550 -4.5789 3.5943 1.0 0.2 1.7 -1.700
H 3.6070 -6.6403 1.4379 0.3 -0.1 0.6 0.468
H 3.9217 -6.8970 3.1955 -0.6 0.2 0.2 0.362
H 4.1548 -5.3062 2.4552 0.5 -0.1 0.0 0.146
H 2.1088 -4.0252 0.9578 0.0 -0.3 0.4 -0.927
H 2.0753 -5.6945 0.3711 0.0 0.4 0.3 0.742
H -0.0557 -4.6996 -0.1049 0.4 0.2 -0.3 -0.860
H -0.3229 -4.2599 1.4800 -0.4 0.8 1.0 -1.002
H 0.1175 -7.1116 0.5293 -1.2 0.6 0.3 0.337
H -1.5871 -6.3599 0.9990 0.9 -0.1 -0.4 0.433
H -1.1502 -4.8306 3.3109 0.0 -1.1 0.3 -0.142
H -2.1121 -6.3809 3.5474 0.2 0.4 -0.1 0.518
H -0.7201 -6.0822 4.5872 -0.3 0.4 -0.4 0.374
H -0.5835 -8.4724 3.8547 0.0 -0.2 -0.2 0.483
H -1.5746 -8.3138 2.4261 -0.8 -0.6 -0.3 0.512
H 0.1039 -8.9104 2.2493 -0.1 0.3 0.0 0.363
H 2.7014 -3.7703 3.4956 -0.6 -0.1 -0.3 0.129
H 2.1773 -4.9963 4.5916 0.2 -0.2 -0.4 0.533
H 0.9467 -4.2280 3.7518 -0.3 0.6 -0.5 0.260
H 1.7747 -8.1396 3.8836 0.4 -1.0 0.0 0.367
C -2.9407 -2.2450 0.5224 0.2 1.3 0.8 -1.510
C -2.7134 -0.6867 0.2249 0.1 -1.9 0.8 1.503
C -3.4719 0.2163 1.2093 0.4 -0.3 -0.4 -0.013
C -3.0020 -0.0277 2.6583 -0.1 0.4 -0.7 -1.414
C -1.5658 0.4388 2.7444 -1.3 0.8 -0.2 -0.956
C -0.7291 -0.4097 1.8224 1.0 0.9 -0.9 1.764
N -1.3084 -0.3643 0.4277 0.8 1.6 1.3 0.366
O -0.4337 -1.1153 -0.3624 0.1 -1.1 -0.3 2.628
C 0.5885 0.4220 1.8184 0.4 -1.9 -1.0 -1.054
C -0.4051 -1.8264 2.3232 1.4 0.8 0.4 0.302
C -3.0675 -0.4143 -1.2382 -0.4 -0.9 -0.4 -0.353
H -3.9579 -2.4850 0.2075 0.2 -0.5 -0.1 0.291
H -2.8236 -2.4576 1.6174 -0.6 0.2 -1.1 0.350
H -2.1195 -2.7996 0.0423 -0.7 0.0 -0.3 -0.026
H -3.1482 1.2274 0.8913 -0.6 -0.2 0.3 -0.279
H -4.5307 0.0684 0.9748 0.1 0.2 0.5 0.286
H -3.0454 -1.0726 2.9422 0.0 -0.3 -0.1 0.442
H -3.5711 0.4541 3.4193 -0.8 0.7 0.3 0.502
H -1.2466 0.4293 3.7909 0.4 -0.4 -0.2 0.533
H -1.4556 1.5244 2.4162 -0.4 -1.2 0.3 0.142
H 1.4498 -0.2413 1.4987 -0.7 1.1 0.6 -0.899
H 0.4910 1.2418 1.1211 0.0 0.3 -0.1 0.065
H 0.6450 0.8001 2.8266 0.9 0.1 0.3 0.432
H -0.3788 -1.8023 3.4126 -0.3 -0.2 0.2 0.078
H -1.0474 -2.6085 1.9732 -0.1 -0.1 0.0 -0.863
H 0.6575 -2.0193 2.0493 -0.8 -0.4 -0.1 -0.210
H -4.1193 -0.1921 -1.4910 0.2 0.2 0.7 -0.739
H -2.8824 -1.3371 -1.7954 0.3 0.1 -0.2 0.402
H -2.4583 0.3710 -1.6626 0.2 0.3 0.0 -0.129
H -0.1697 -0.5466 -1.0843 0.1 0.4 -0.2 -0.871
C 0.1775 -5.1544 -4.9319 -0.6 0.9 0.4 -1.711
C -0.5887 -4.3533 -3.8164 -0.2 -2.1 1.7 1.657
C 0.2076 -3.3622 -2.9926 1.2 -0.2 0.4 -0.297
C 0.5645 -2.1106 -3.7457 1.9 0.8 0.5 0.222
C -0.6613 -1.4002 -4.1666 -1.1 0.1 -0.1 -0.107
C -1.5532 -2.3806 -4.9281 -1.4 0.7 -2.8 1.677
N -1.7712 -3.6157 -4.2477 -0.4 -1.8 0.7 1.501
O -2.6247 -4.4955 -5.0632 1.4 0.8 0.2 -0.607
C -2.9547 -1.7472 -5.1321 0.0 0.3 -1.4 -1.751
C -0.9663 -2.5027 -6.3829 0.1 -0.5 -0.3 -1.885
C -1.0156 -5.4386 -2.6954 -0.7 1.1 -0.7 -1.941
H 0.7616 -5.9805 -4.4958 -0.2 0.4 -0.1 0.490
H 0.8471 -4.4643 -5.4619 -0.1 -0.4 -0.2 0.268
H -0.5991 -5.5676 -5.6060 0.6 0.2 0.2 0.324
H -0.3336 -3.1236 -2.0686 -0.1 0.1 -0.2 -0.999
H 1.0966 -3.9189 -2.6603 0.1 0.3 -0.1 0.445
H 1.1993 -2.3570 -4.6036 -0.2 -0.1 -0.1 0.885
H 1.2229 -1.3842 -3.2070 -0.4 -0.7 0.2 -1.104
H -0.4200 -0.5209 -4.7864 -0.3 -0.3 0.0 0.411
H -1.2433 -1.0444 -3.3047 0.3 0.0 0.0 -1.213
H -3.4948 -1.5376 -4.2210 0.0 0.0 0.5 0.067
H -2.7580 -0.7965 -5.6636 -0.4 -0.2 0.3 0.564
H -3.6484 -2.3347 -5.7983 0.9 0.4 0.6 0.318
H -1.1787 -1.5258 -6.8245 -0.1 -0.3 -0.5 0.511
H 0.1225 -2.5718 -6.3898 0.0 -0.1 0.2 0.315
H -1.3247 -3.3648 -7.0308 0.0 1.2 1.0 0.244
H -0.2168 -5.7854 -2.0319 0.4 0.1 -0.6 0.471
H -1.4556 -6.3034 -3.1999 -0.2 0.1 0.3 0.556
H -1.7169 -4.9279 -1.9984 0.0 -0.5 -0.6 0.189
H -3.4406 -4.4844 -4.5740 -0.5 0.0 0.4 0.263
O -6.1835 1.5818 -0.0507 -0.3 0.4 1.1 -0.522
H -6.3648 2.5335 0.0013 0.2 0.0 -0.6 0.168
H -6.3213 1.3466 0.8840 0.1 -0.3 -0.5 0.296
```
Forces are in eV/Å.

Computed properties:
**Energy relative to the best compared isomer or geometry (same formula, charge and spin)**: 0.0 kJ/mol
**HOMO level**: -8.30 eV
**Total charge**: 0
**LUMO level**: 0.46 eV
**Gap between HOMO and LUMO**: 8.76 eV